A) This record from OMol25 describes a 4-piece molecular cluster, C3H15NO3 overall. The level of theory is wB97M-V/def2-TZVPD.

Atoms and positions in Å:
C1 0.676 1.758 0.809
C2 -0.091 1.285 -0.513
C3 -1.158 2.155 -1.384
N1 0.855 0.727 -1.522
H1 0.105 2.536 1.269
H2 1.175 1.044 1.521
H3 1.365 2.526 0.363
H4 -0.865 0.511 -0.064
H5 -1.994 1.425 -1.613
H6 -1.541 2.909 -0.595
H7 -0.772 2.554 -2.396
H8 1.414 -0.001 -0.957
H9 1.426 1.521 -1.855
H10 1.077 -4.008 2.223
H11 1.344 -2.706 1.567
O1 0.570 -3.341 1.638
H12 -0.322 -1.678 -1.716
H13 0.102 -2.409 -3.129
O2 -0.173 -2.518 -2.186
H14 -0.802 -1.763 2.202
H15 -0.971 -1.173 3.575
O3 -1.420 -1.354 2.762

* orbital gap: 9.7492 eV
* SMILES: CC(C)N.O.O.O



B) This record from OMol25 describes a 4-piece molecular cluster, C3H15NO3 overall. The level of theory is wB97M-V/def2-TZVPD.

Atoms and positions in Å:
C1 2.521 -0.514 -1.717
C2 1.423 0.497 -1.320
N1 0.795 0.301 -0.028
C3 1.800 0.391 1.061
H1 2.339 -1.093 -2.618
H2 2.609 -1.313 -0.973
H3 3.488 -0.014 -1.754
H4 0.592 0.619 -2.031
H5 1.886 1.480 -1.464
H6 0.490 -0.659 0.105
H7 2.560 1.159 0.843
H8 1.354 0.739 2.000
H9 2.375 -0.534 1.191
H10 -3.889 0.029 1.447
H11 -3.627 -0.940 0.258
O1 -3.988 -0.854 1.147
H12 -5.004 -2.639 1.574
H13 -6.268 -3.346 1.407
O2 -5.447 -3.443 1.904
H14 3.943 3.882 -0.391
H15 2.818 3.787 -1.350
O3 3.752 3.646 -1.297

* orbital gap: 9.6905 eV
* SMILES: CCNC.O.O.O



Quick ranking, most stable first: B), A).



A) This record from OMol25 describes a 4-piece molecular cluster, C3H15NO3 overall. The level of theory is wB97M-V/def2-TZVPD.

Atoms and positions in Å:
C1 -1.614 -0.557 1.168
C2 -1.889 0.962 1.224
N1 -0.994 1.676 0.267
C3 -1.458 3.060 0.078
H1 -1.622 -1.234 2.012
H2 -0.565 -0.531 0.867
H3 -2.101 -0.980 0.290
H4 -1.639 1.378 2.201
H5 -2.942 1.121 0.974
H6 -1.243 1.215 -0.600
H7 -0.865 3.575 -0.675
H8 -2.465 3.075 -0.353
H9 -1.436 3.567 1.038
H10 0.494 -1.592 -1.083
H11 0.217 -2.975 -1.658
O1 -0.197 -2.240 -1.187
H12 5.030 -3.152 -2.108
H13 5.740 -4.401 -2.582
O2 4.990 -4.121 -2.036
H14 1.931 0.965 1.336
H15 0.919 0.815 0.245
O3 1.710 0.375 0.582

* orbital gap: 10.4320 eV
* SMILES: CCNC.O.O.O



B) This record from OMol25 describes a 4-piece molecular cluster, C3H15NO3 overall. The level of theory is wB97M-V/def2-TZVPD.

Atoms and positions in Å:
C1 1.278 -1.422 0.989
C2 1.991 -0.247 0.343
N1 1.108 0.789 -0.106
C3 1.844 1.735 -1.026
H1 2.023 -2.217 0.928
H2 0.858 -1.114 2.013
H3 0.332 -1.413 0.507
H4 2.755 0.064 1.040
H5 2.498 -0.664 -0.508
H6 0.326 0.514 -0.727
H7 2.207 1.130 -1.901
H8 2.703 2.176 -0.456
H9 1.319 2.675 -1.381
H10 -3.140 -0.162 0.707
H11 -2.183 1.069 0.551
O1 -2.431 0.193 0.176
H12 -3.617 -3.450 -1.582
H13 -5.011 -3.831 -2.021
O2 -4.512 -3.346 -1.357
H14 -0.176 3.196 1.653
H15 0.313 2.047 0.826
O3 -0.484 2.277 1.332

* orbital gap: 10.1239 eV
* SMILES: CCNC.O.O.O



Quick ranking, most stable first: A), B).



A) This record from OMol25 describes a 4-piece molecular cluster, C3H15NO3 overall. The level of theory is wB97M-V/def2-TZVPD.

Atoms and positions in Å:
C1 0.610 -0.556 2.408
C2 -0.878 -0.194 2.526
N1 -1.525 0.373 1.349
C3 -2.987 0.350 1.501
H1 0.965 -0.375 3.431
H2 1.152 0.076 1.714
H3 0.819 -1.622 2.332
H4 -1.049 0.440 3.391
H5 -1.403 -1.120 2.843
H6 -1.306 -0.224 0.560
H7 -3.470 1.032 0.830
H8 -3.335 -0.674 1.268
H9 -3.246 0.385 2.555
H10 0.383 -1.066 -0.214
H11 0.721 -2.007 -1.331
O1 0.938 -1.832 -0.408
H12 3.156 0.401 -5.347
H13 1.797 0.090 -6.009
O2 2.728 0.270 -6.197
H14 1.406 1.958 -0.125
H15 0.023 1.759 0.649
O3 0.514 1.609 -0.166

* orbital gap: 9.6745 eV
* SMILES: CCNC.O.O.O



B) This record from OMol25 describes a 4-piece molecular cluster, C3H15NO3 overall. The level of theory is wB97M-V/def2-TZVPD.

Atoms and positions in Å:
C1 -2.857 -0.946 -0.958
N1 -1.628 -0.344 -0.368
C2 -0.534 -0.561 -1.332
C3 -1.618 1.090 -0.118
H1 -3.221 -1.762 -0.343
H2 -2.578 -1.345 -1.931
H3 -3.447 -0.042 -1.214
H4 0.462 -0.368 -0.969
H5 -0.636 -1.642 -1.647
H6 -0.703 -0.096 -2.330
H7 -0.622 1.542 -0.156
H8 -2.206 1.306 0.760
H9 -2.058 1.618 -0.993
H10 5.305 1.817 1.348
H11 4.283 2.832 0.955
O1 5.023 2.716 1.561
H12 -1.118 -1.654 2.703
H13 -0.442 -1.489 1.380
O2 -0.310 -1.298 2.320
H14 2.181 -0.531 0.327
H15 3.680 -0.730 0.694
O3 3.043 -0.112 0.312

* orbital gap: 9.5628 eV
* SMILES: CN(C)C.O.O.O



Quick ranking, most stable first: A), B).



A) This record from OMol25 describes an isolated ion of composition C4H6NO and charge -1. The level of theory is wB97M-V/def2-TZVPD.

Atoms and positions in Å:
C1 -0.341 -1.972 -0.709
C2 -0.747 -0.805 0.099
C3 -1.951 -0.248 -0.656
C4 0.240 0.022 1.032
N1 -2.380 -0.701 0.605
O1 -2.749 0.096 1.487
H1 0.688 -2.093 -0.289
H2 -2.070 0.810 -0.929
H3 -2.382 -0.886 -1.423
H4 -0.228 -0.098 1.998
H5 0.330 1.105 0.611
H6 1.242 -0.429 1.073

* orbital gap (spin up / spin down): 7.1093 / 7.1036 eV
* charge: -1



B) This record from OMol25 describes an isolated ion of composition C4H6NO and charge -1. The level of theory is wB97M-V/def2-TZVPD.

Atoms and positions in Å:
C1 -1.576 0.064 -0.543
C2 -0.404 -0.426 0.161
C3 -0.868 1.051 0.361
C4 0.916 -0.150 -0.366
N1 2.002 -0.098 0.356
O1 3.210 0.093 -0.207
H1 -1.647 0.071 -1.619
H2 -2.594 -0.365 -0.415
H3 -0.309 -1.176 1.029
H4 -1.569 1.175 1.322
H5 0.930 0.100 -1.431
H6 1.906 -0.338 1.351

* orbital gap: 6.8025 eV
* charge: -1



C) This record from OMol25 describes a 2-piece molecular cluster, C4H6NO overall. The level of theory is wB97M-V/def2-TZVPD.

Atoms and positions in Å:
C1 -0.843 -0.106 0.334
C2 -1.025 -1.411 0.650
C3 -1.440 1.103 -0.199
C4 0.013 0.753 -0.494
N1 3.561 -0.785 -0.334
O1 4.501 -0.559 0.455
H1 -0.016 -1.989 0.737
H2 -1.973 -1.878 1.095
H3 -2.247 0.924 -0.858
H4 -1.574 1.981 0.463
H5 0.844 1.437 -0.206
H6 0.200 0.529 -1.643

* orbital gap (spin up / spin down): 3.4014 / 3.3935 eV
* charge: -1



D) This record from OMol25 describes an isolated ion of composition C4H6NO and charge -1. The level of theory is wB97M-V/def2-TZVPD.

Atoms and positions in Å:
C1 0.537 -0.198 -0.068
C2 0.645 1.194 -0.094
C3 1.761 -0.971 0.081
C4 -0.939 -0.621 -0.253
N1 -1.898 0.142 0.149
O1 -3.169 -0.049 0.057
H1 -0.128 1.831 -0.501
H2 1.616 1.659 -0.020
H3 1.706 -2.005 0.400
H4 2.646 -0.424 0.354
H5 -1.185 -1.590 -0.663
H6 -1.591 1.034 0.558

* orbital gap: 5.9997 eV
* charge: -1



Quick ranking, most stable first: D), B), C), A).



A) This record from OMol25 describes one molecule with the formula C4H5N. The level of theory is wB97M-V/def2-TZVPD.

Atoms and positions in Å:
C1 0.351 -1.122 0.016
C2 1.031 0.033 -0.010
C3 -1.051 -0.821 -0.034
C4 0.037 1.142 -0.041
N1 -1.240 0.481 -0.021
H1 0.683 -2.150 -0.076
H2 2.057 0.406 -0.082
H3 -1.950 -1.439 0.094
H4 0.067 1.530 0.957
H5 0.016 1.941 -0.805

* orbital gap: 10.4783 eV
* SMILES: C1=CCN=C1



B) This record from OMol25 describes one molecule with the formula C4H5N. The level of theory is wB97M-V/def2-TZVPD.

Atoms and positions in Å:
N1 2.810 -0.273 -0.481
C1 1.781 -0.062 0.018
C2 0.601 0.240 0.783
C3 -0.818 -0.600 -0.061
C4 -0.474 0.890 0.011
H1 -0.057 -1.093 0.689
H2 -1.736 -0.857 0.465
H3 -0.687 -1.052 -1.041
H4 -1.181 1.489 0.581
H5 -0.240 1.317 -0.964

* orbital gap: 9.4405 eV



Quick ranking, most stable first: A), B).



A) This record from OMol25 describes an isolated ion of composition C6H12N3 and charge +1. The level of theory is wB97M-V/def2-TZVPD.

Atoms and positions in Å:
C1 1.450 0.986 1.093
C2 1.866 0.453 -0.121
C3 0.259 0.822 1.783
C4 -1.517 -0.882 1.693
C5 -0.439 0.534 -2.888
C6 -0.254 0.237 -1.406
N1 -0.771 0.106 1.437
N2 -1.178 -1.949 2.414
N3 1.152 0.023 -1.138
H1 2.206 1.539 1.631
H2 2.940 0.423 -0.274
H3 0.156 1.391 2.706
H4 -2.501 -0.902 1.232
H5 0.165 1.389 -3.181
H6 -0.160 -0.322 -3.496
H7 -1.479 0.771 -3.088
H8 -0.826 -0.655 -1.131
H9 -0.599 1.080 -0.807
H10 -0.299 -1.974 2.907
H11 -1.823 -2.706 2.565
H12 1.652 -0.366 -1.930

* orbital gap: 8.7534 eV
* SMILES: CC\[NH+]=C/C=C\N=C/N
* charge: +1



B) This record from OMol25 describes a 2-piece molecular cluster, C6H12N3 overall. The level of theory is wB97M-V/def2-TZVPD.

Atoms and positions in Å:
C1 -3.230 -0.408 -1.390
C2 -2.073 -0.554 -0.786
C3 -1.889 -1.000 0.629
C4 1.309 0.331 0.100
C5 0.240 2.353 1.104
C6 2.398 -1.656 -0.807
N1 0.757 0.969 1.024
N2 1.302 -0.869 -0.380
N3 -0.862 -1.372 1.197
H1 -3.141 -0.064 -2.359
H2 -4.177 -0.503 -1.080
H3 -1.206 -0.533 -1.500
H4 -2.679 -0.830 1.326
H5 2.052 1.015 -0.386
H6 -0.444 2.497 1.981
H7 1.035 3.104 1.183
H8 -0.356 2.499 0.242
H9 2.309 -2.723 -0.470
H10 3.341 -1.365 -0.431
H11 2.480 -1.862 -1.904
H12 0.093 -1.432 0.883

* orbital gap (spin up / spin down): 7.6227 / 5.9551 eV
* charge: +1



C) This record from OMol25 describes an isolated ion of composition C6H12N3 and charge +1. The level of theory is wB97M-V/def2-TZVPD.

Atoms and positions in Å:
C1 -2.442 0.198 -0.259
C2 -1.113 0.923 -0.039
C3 -2.167 -1.133 -0.423
C4 1.817 0.240 -1.168
C5 1.736 -1.454 0.753
C6 1.173 -0.158 0.176
N1 -0.810 -1.355 -0.308
N2 -0.938 1.732 1.144
N3 -0.222 -0.284 0.014
H1 -3.408 0.648 -0.180
H2 -0.759 1.386 -0.945
H3 -2.816 -1.947 -0.723
H4 1.547 1.404 -1.252
H5 2.970 0.121 -1.111
H6 1.346 -0.305 -1.917
H7 1.301 -2.262 0.027
H8 1.328 -1.509 1.779
H9 2.790 -1.326 0.816
H10 1.189 0.666 0.797
H11 -1.604 1.586 1.824
H12 -0.919 2.829 0.996

* orbital gap: 8.8537 eV
* SMILES: CC(C)[N+]1=NC=C[C@H]1N
* charge: +1



Quick ranking, most stable first: A), C), B).